21
Properties=species:S:1:pos:R:3:mulliken_charge:R:1 method="wB97M-V/def2-TZVPD" max_force_ha_per_bohr=0.083 e_lumo_ev=0.53 gap_ev=10.53 e_homo_ev=-10.004 e_tot_ha=-477.78855 smiles="CCNC=O.O.O.O" e_above_lowest_kj_mol=181.1 multiplicity=1
C -0.377 0.934 -2.156 -1.22
C -0.822 -0.407 -1.591 -0.44
N -0.868 -0.491 -0.150 -0.06
C -0.648 -1.763 0.379 0.20
O -0.432 -1.900 1.564 -0.64
H 0.692 1.183 -2.189 0.34
H -0.904 1.801 -1.780 0.35
H -0.710 1.114 -3.249 0.33
H -1.929 -0.566 -1.904 0.25
H -0.164 -1.242 -2.001 0.36
H -0.818 0.432 0.389 0.28
H -0.633 -2.480 -0.581 0.25
O 2.672 -0.169 -0.144 -0.64
H 1.871 0.156 -0.548 0.30
H 2.639 -1.120 -0.345 0.31
O -0.496 0.119 3.206 -0.71
H -1.407 -0.290 3.206 0.31
H -0.045 -0.480 2.569 0.45
O 0.661 1.918 1.512 -0.68
H 0.213 1.666 2.395 0.36
H 1.508 1.584 1.417 0.30

=====

21
Properties=species:S:1:pos:R:3:mulliken_charge:R:1 method="wB97M-V/def2-TZVPD" max_force_ha_per_bohr=0.090 e_lumo_ev=-4.91 gap_ev=3.85 e_homo_ev=-8.763 e_tot_ha=-477.56218 e_above_lowest_kj_mol=775.4 multiplicity=1
O 0.259 1.396 0.584 -0.48
C 1.357 1.273 -0.103 -0.25
C 2.063 -0.144 0.195 0.29
C 3.464 -0.218 -0.388 -1.45
N 1.282 -1.216 -0.300 -0.37
H 2.110 2.047 0.182 0.30
H 1.205 1.329 -1.187 0.30
H 3.895 -1.200 -0.205 0.37
H 4.107 0.540 0.055 0.39
H 3.442 -0.090 -1.476 0.37
H 0.347 -1.245 0.143 0.37
H 1.142 -1.153 -1.307 0.32
H -3.080 0.019 -0.525 0.44
H 2.107 -0.269 1.277 0.33
O -2.590 0.686 -1.213 -0.71
H -0.811 0.110 0.854 0.49
H -2.058 -0.925 0.754 0.40
O -1.091 -0.810 0.994 -0.76
H -3.243 1.324 -1.530 0.26
H -4.243 -0.652 0.935 0.25
O -3.489 -0.924 0.390 -0.87

=====

21
Properties=species:S:1:pos:R:3:mulliken_charge:R:1 method="wB97M-V/def2-TZVPD" max_force_ha_per_bohr=0.125 e_lumo_ev="-3.85 / -9.50" gap_ev="9.88 / 4.23" e_homo_ev="-13.731 / -13.731" e_tot_ha=-477.38086 e_above_lowest_kj_mol=244.7 total_charge=+1 multiplicity=2
C -2.416 -0.088 -0.117 -0.31
C -1.362 -0.956 0.689 -0.63
C -0.325 -0.398 1.593 0.05
O 0.473 -1.106 2.121 -0.32
N -2.661 -0.847 -1.426 -0.27
H -2.180 1.071 -0.185 0.36
H -3.360 0.096 0.453 0.33
H -0.729 -1.607 0.149 0.42
H -2.032 -1.620 1.215 0.41
H -0.360 0.667 1.932 0.26
H -1.917 -0.674 -2.075 0.34
H -2.645 -1.861 -1.264 0.33
H 3.976 0.564 -0.965 0.31
H 3.508 0.521 0.617 0.31
O 3.927 0.982 -0.156 -0.62
H 0.518 2.607 4.703 0.34
H 0.874 1.484 3.596 0.32
O 0.336 2.325 3.711 -0.66
H 2.608 -1.012 -4.708 0.34
H 1.725 0.068 -5.327 0.29
O 2.039 -0.216 -4.555 -0.63

=====

23
Properties=species:S:1:pos:R:3:mulliken_charge:R:1 method="wB97M-V/def2-TZVPD" max_force_ha_per_bohr=0.041 e_lumo_ev=0.27 gap_ev=10.98 e_homo_ev=-10.711 e_tot_ha=-628.30444 smiles="CC(=O)NC=O.O.O.O.O" e_above_lowest_kj_mol=81.0 multiplicity=1
C 0.222 0.665 0.411 -1.20
C -0.631 0.218 -0.750 0.84
O -1.106 -0.900 -0.766 -0.65
N -0.913 1.101 -1.774 -0.07
C -0.432 2.412 -1.821 0.09
O -0.945 3.255 -2.500 -0.49
H 1.068 1.324 0.315 0.37
H -0.446 1.083 1.176 0.38
H 0.356 -0.287 0.905 0.20
H -1.574 0.819 -2.484 0.29
H 0.501 2.559 -1.263 0.26
O 2.126 -2.979 2.829 -0.63
H 2.268 -3.357 1.958 0.30
H 2.929 -2.531 3.110 0.33
O -4.112 -0.081 -0.781 -0.64
H -4.231 -0.506 0.072 0.31
H -3.251 -0.387 -1.088 0.33
O 3.000 -0.426 3.721 -0.62
H 3.054 0.327 3.123 0.31
H 2.178 -0.252 4.193 0.31
O 1.696 -1.551 -0.470 -0.62
H 1.569 -2.215 -1.161 0.32
H 1.066 -1.902 0.172 0.27

=====

19
Properties=species:S:1:pos:R:3:mulliken_charge:R:1 method="wB97M-V/def2-TZVPD" max_force_ha_per_bohr=0.009 e_lumo_ev=-3.90 gap_ev=9.62 e_homo_ev=-13.513 e_tot_ha=-593.12520 total_charge=+1 multiplicity=1
N 3.059 1.901 0.769 -0.52
C 1.892 2.706 0.570 -0.42
P 0.297 1.792 0.490 0.09
H 3.155 1.110 0.147 0.25
H 3.182 1.594 1.723 0.26
H 1.794 3.447 1.366 0.39
H 1.950 3.239 -0.385 0.36
H 0.143 1.251 -0.783 0.22
H -0.814 2.591 0.745 0.20
H 0.269 0.758 1.421 0.19
C -2.555 -2.090 -0.568 -0.98
C -1.216 -2.755 -0.811 -0.20
O -0.196 -1.810 -1.160 -0.48
H -2.870 -1.529 -1.448 0.27
H -3.320 -2.830 -0.338 0.33
H -2.500 -1.401 0.282 0.29
H -1.269 -3.434 -1.659 0.29
H -0.906 -3.336 0.061 0.27
H -0.098 -1.205 -0.422 0.19

=====

21
Properties=species:S:1:pos:R:3:mulliken_charge:R:1 method="wB97M-V/def2-TZVPD" max_force_ha_per_bohr=0.098 e_lumo_ev="2.47 / 2.43" gap_ev="5.81 / 7.55" e_homo_ev="-3.338 / -5.118" e_tot_ha=-461.70387 total_charge=-1 multiplicity=2
Sn 0.311 -1.806 0.390 0.28
B -0.049 -0.803 -2.616 0.38
H 0.065 -1.868 -2.483 -0.21
H 0.941 -0.373 -2.638 -0.20
H -0.478 -0.592 -3.584 -0.16
H -0.646 -0.388 -1.819 -0.47
B 2.665 -3.131 -1.128 0.41
H 1.663 -3.366 -1.455 -0.25
H 2.834 -2.137 -1.511 -0.22
H 2.688 -3.098 -0.050 -0.36
H 3.389 -3.815 -1.544 -0.18
C -1.883 2.451 0.665 -0.98
C -1.383 1.552 1.827 0.71
O -1.271 0.296 1.614 -0.51
C -0.854 2.230 3.086 -1.08
H -1.073 3.080 0.295 0.32
H -2.842 2.941 0.829 0.31
H -1.983 1.753 -0.166 0.27
H -1.647 2.724 3.647 0.31
H -0.041 2.952 3.012 0.33
H -0.406 1.399 3.631 0.31